(1)
ORCA calculation (ωB97M-V with the def2-TZVPD basis set) on a molecular structure, C41H46Cl5NO2SiTa at a distorted geometry.

CARTESIAN COORDINATES (ANGSTROEM)
Ta -0.018 1.237 0.563
Cl -1.628 -1.891 2.300
C -1.275 -0.459 3.196
C -0.673 0.632 2.571
C -0.391 1.703 3.384
Cl 0.346 3.039 2.481
C -0.626 1.802 4.739
Cl -0.199 3.210 5.612
C -1.229 0.694 5.335
Cl -1.567 0.724 7.007
C -1.556 -0.434 4.564
Cl -2.293 -1.780 5.326
C 5.181 1.320 0.384
C 3.761 1.638 0.893
C 3.341 2.970 0.252
C 3.869 1.895 2.403
Si 2.577 0.158 0.469
C 2.777 -1.302 1.711
C 2.020 -2.546 1.225
C 4.264 -1.684 1.861
C 2.247 -0.996 3.122
C 2.754 -0.410 -1.377
C 2.911 0.785 -2.331
C 1.523 -1.188 -1.867
C 3.981 -1.319 -1.571
H 5.848 2.127 0.706
H 5.238 1.275 -0.700
H 5.584 0.391 0.782
H 4.122 3.711 0.455
H 2.421 3.365 0.678
H 3.210 2.914 -0.826
H 4.485 2.787 2.559
H 4.347 1.078 2.940
H 2.904 2.086 2.874
H 2.446 -2.977 0.321
H 0.963 -2.341 1.043
H 2.073 -3.314 2.003
H 4.754 -1.902 0.915
H 4.322 -2.591 2.471
H 4.845 -0.920 2.373
H 1.162 -1.043 3.150
H 2.558 -0.033 3.518
H 2.617 -1.764 3.809
H 2.083 1.490 -2.256
H 2.932 0.407 -3.358
H 3.835 1.336 -2.176
H 0.618 -0.580 -1.861
H 1.320 -2.089 -1.293
H 1.692 -1.492 -2.904
H 4.912 -0.858 -1.246
H 4.082 -1.535 -2.639
H 3.882 -2.275 -1.061
C -1.346 0.095 -0.493
C -2.526 -0.161 -0.702
C -3.880 -0.479 -0.993
C -4.582 -1.368 -0.174
C -5.904 -1.653 -0.458
C -6.526 -1.055 -1.547
C -5.829 -0.172 -2.364
C -4.506 0.120 -2.091
H -4.084 -1.827 0.670
H -6.452 -2.342 0.169
H -7.561 -1.280 -1.763
H -6.318 0.286 -3.212
H -3.948 0.802 -2.718
C -0.880 6.881 3.989
C -0.077 6.623 2.741
C 1.272 6.301 2.855
C 2.046 6.053 1.730
C 1.475 6.143 0.474
C 0.129 6.474 0.353
N -0.403 6.684 -0.943
C -0.175 5.937 -2.067
C -0.172 6.583 -3.316
C 0.153 5.909 -4.468
C 0.504 4.553 -4.437
C 0.463 3.897 -3.232
C 0.090 4.560 -2.049
C -0.259 3.754 -0.889
O -1.102 3.989 -0.060
O 0.403 2.538 -0.758
C -0.667 6.704 1.471
C -2.122 7.029 1.288
H -0.237 6.852 4.868
H -1.665 6.134 4.126
H -1.364 7.858 3.961
H 1.721 6.252 3.839
H 3.099 5.823 1.833
H 2.072 6.005 -0.419
H -0.863 7.568 -1.095
H -0.388 7.644 -3.350
H 0.160 6.448 -5.406
H 0.771 4.028 -5.342
H 0.659 2.833 -3.190
H -2.566 6.377 0.535
H -2.271 8.061 0.958
H -2.681 6.910 2.212

As for the energy above the lowest of the compared OMol25 structures with the same formula, charge and spin: 25.7 kJ/mol. Its orbital gap is 5.74 eV. As for the charge: +1.

How is the electron density shared among the atoms? According to Löwdin, the charges in e are: number 1, Ta, carries 1.64; number 2, Cl, carries 0.74; number 3, C, carries -0.70; number 4, C, carries -0.37; number 5, C, carries -0.64; number 6, Cl, carries 0.81; number 7, C, carries -0.70; number 8, Cl, carries 0.74; number 9, C, carries -0.68; number 10, Cl, carries 0.75; number 11, C, carries -0.69; number 12, Cl, carries 0.73; number 13, C, carries -0.08; number 14, C, carries -0.61; number 15, C, carries -0.12; number 16, C, carries -0.10; number 17, Si, carries 0.82; number 18, C, carries -0.62; number 19, C, carries -0.10; number 20, C, carries -0.08; number 21, C, carries -0.09; number 22, C, carries -0.62; number 23, C, carries -0.10; number 24, C, carries -0.11; number 25, C, carries -0.08; number 26, H, carries 0.10; number 27, H, carries 0.06; number 28, H, carries 0.07; number 29, H, carries 0.09; number 30, H, carries 0.02; number 31, H, carries 0.07; number 32, H, carries 0.09; number 33, H, carries 0.07; number 34, H, carries 0.04; number 35, H, carries 0.07; number 36, H, carries 0.04; number 37, H, carries 0.10; number 38, H, carries 0.06; number 39, H, carries 0.09; number 40, H, carries 0.07; number 41, H, carries 0.04; number 42, H, carries 0.06; number 43, H, carries 0.10; number 44, H, carries 0.04; number 45, H, carries 0.10; number 46, H, carries 0.07; number 47, H, carries 0.03; number 48, H, carries 0.07; number 49, H, carries 0.09; number 50, H, carries 0.07; number 51, H, carries 0.09; number 52, H, carries 0.07; number 53, C, carries -0.17; number 54, C, carries -0.05; number 55, C, carries -0.24; number 56, C, carries -0.02; number 57, C, carries -0.06; number 58, C, carries -0.05; number 59, C, carries -0.06; number 60, C, carries -0.02; number 61, H, carries 0.09; number 62, H, carries 0.11; number 63, H, carries 0.11; number 64, H, carries 0.11; number 65, H, carries 0.12; number 66, C, carries -0.05; number 67, C, carries -0.24; number 68, C, carries -0.08; number 69, C, carries -0.09; number 70, C, carries -0.03; number 71, C, carries -0.22; number 72, N, carries 0.11; number 73, C, carries -0.19; number 74, C, carries -0.01; number 75, C, carries -0.06; number 76, C, carries -0.07; number 77, C, carries -0.02; number 78, C, carries -0.09; number 79, C, carries -0.48; number 80, O, carries 0.07; number 81, O, carries -0.29; number 82, C, carries -0.17; number 83, C, carries -0.02; number 84, H, carries 0.08; number 85, H, carries 0.08; number 86, H, carries 0.09; number 87, H, carries 0.11; number 88, H, carries 0.11; number 89, H, carries 0.13; number 90, H, carries 0.15; number 91, H, carries 0.12; number 92, H, carries 0.11; number 93, H, carries 0.11; number 94, H, carries 0.10; number 95, H, carries 0.08; number 96, H, carries 0.09; number 97, H, carries 0.07

***

(2)
ORCA calculation (ωB97M-V with the def2-TZVPD basis set) on a molecular structure, C13H31F3GaO9S3 at a distorted geometry.

CARTESIAN COORDINATES (ANGSTROEM)
F -1.107 -5.333 -3.091
C -1.076 -4.022 -3.814
F -0.467 -3.929 -5.186
C -1.651 -2.780 -3.169
F -0.801 -2.045 -2.204
C -3.189 -2.317 -3.622
C -4.117 -3.637 -3.921
Ga -6.145 -3.373 -3.622
H -3.656 -1.548 -2.867
H -3.045 -1.771 -4.673
H -3.950 -3.964 -5.056
H -3.767 -4.549 -3.254
H -6.568 -1.951 -3.029
H -6.697 -4.630 -2.747
H -6.851 -3.487 -5.082
O -7.961 -4.087 0.698
S -7.764 -2.684 0.994
O -6.655 -1.931 0.450
O -7.798 -2.472 2.608
C -6.924 -3.246 3.417
C -5.511 -2.696 3.386
C -9.267 -1.813 0.624
H -6.946 -4.299 3.117
H -7.306 -3.194 4.442
H -5.062 -2.819 2.397
H -4.878 -3.215 4.113
H -5.506 -1.624 3.612
H -10.105 -2.345 1.077
H -9.383 -1.785 -0.461
H -9.193 -0.797 1.017
O 3.447 -0.246 0.465
S 3.355 1.137 0.050
O 2.622 2.122 0.816
O 2.849 1.195 -1.497
C 1.649 0.522 -1.848
C 0.426 1.317 -1.431
C 4.996 1.754 -0.230
H 1.629 -0.488 -1.423
H 1.649 0.413 -2.937
H 0.340 1.364 -0.342
H -0.487 0.857 -1.822
H 0.490 2.347 -1.795
H 5.540 1.043 -0.853
H 5.489 1.858 0.739
H 4.929 2.728 -0.719
O 7.136 3.468 1.142
S 7.176 4.569 2.081
O 7.089 5.948 1.653
O 8.481 4.401 3.041
C 9.758 4.256 2.436
C 10.297 5.590 1.957
C 5.945 4.291 3.331
H 9.723 3.526 1.620
H 10.430 3.853 3.201
H 9.704 5.978 1.124
H 11.332 5.489 1.616
H 10.257 6.336 2.757
H 6.038 3.268 3.699
H 4.963 4.438 2.876
H 6.093 5.011 4.138

Its orbital gap is 6.20 eV. As for the charge: -1.

How is the electron density shared among the atoms? According to Löwdin, the charges in e are: number 1, F, carries -0.05; number 2, C, carries -0.05; number 3, F, carries -0.06; number 4, C, carries -0.06; number 5, F, carries -0.08; number 6, C, carries -0.22; number 7, C, carries -0.42; number 8, Ga, carries 0.15; number 9, H, carries 0.11; number 10, H, carries 0.12; number 11, H, carries 0.06; number 12, H, carries 0.05; number 13, H, carries -0.16; number 14, H, carries -0.15; number 15, H, carries -0.17; number 16, O, carries -0.29; number 17, S, carries 0.60; number 18, O, carries -0.29; number 19, O, carries -0.28; number 20, C, carries -0.29; number 21, C, carries -0.08; number 22, C, carries -0.13; number 23, H, carries 0.12; number 24, H, carries 0.12; number 25, H, carries 0.07; number 26, H, carries 0.08; number 27, H, carries 0.08; number 28, H, carries 0.07; number 29, H, carries 0.08; number 30, H, carries 0.07; number 31, O, carries -0.29; number 32, S, carries 0.62; number 33, O, carries -0.30; number 34, O, carries -0.27; number 35, C, carries -0.28; number 36, C, carries -0.07; number 37, C, carries -0.13; number 38, H, carries 0.11; number 39, H, carries 0.13; number 40, H, carries 0.07; number 41, H, carries 0.08; number 42, H, carries 0.08; number 43, H, carries 0.08; number 44, H, carries 0.05; number 45, H, carries 0.08; number 46, O, carries -0.30; number 47, S, carries 0.63; number 48, O, carries -0.28; number 49, O, carries -0.27; number 50, C, carries -0.28; number 51, C, carries -0.08; number 52, C, carries -0.11; number 53, H, carries 0.12; number 54, H, carries 0.12; number 55, H, carries 0.07; number 56, H, carries 0.08; number 57, H, carries 0.09; number 58, H, carries 0.08; number 59, H, carries 0.08; number 60, H, carries 0.08

***

(3)
ORCA calculation (ωB97M-V with the def2-TZVPD basis set) on C21H16N6OS in the gas phase at a distorted geometry.

CARTESIAN COORDINATES (ANGSTROEM)
N -4.190 3.146 1.366
C -3.407 2.598 0.692
C -2.408 1.974 -0.124
C -1.346 2.775 -0.537
C -0.363 2.233 -1.397
C -0.542 0.925 -1.855
C 0.552 0.278 -2.655
N 1.216 1.104 -3.492
C 2.321 0.651 -4.154
C 2.722 -0.686 -3.992
N 2.045 -1.531 -3.174
C 0.981 -1.087 -2.504
O 0.385 -1.905 -1.604
C 1.291 -2.494 -0.661
C 1.954 -1.515 0.281
C 1.041 -1.913 1.430
N -0.041 -0.942 1.672
C 0.162 0.164 2.459
N 1.352 0.411 2.949
C 1.239 1.570 3.694
C 2.407 2.124 4.199
C 2.294 3.282 4.959
C 1.029 3.930 5.157
C -0.125 3.325 4.643
C 0.013 2.151 3.893
S -1.096 1.287 2.933
C 0.562 -3.057 0.500
C -1.668 0.213 -1.388
N -2.584 0.720 -0.553
H -1.228 3.803 -0.194
H 0.505 2.791 -1.691
H 2.908 1.249 -4.847
H 3.568 -1.054 -4.538
H 1.936 -3.225 -1.120
H 1.822 -0.489 -0.005
H 3.025 -1.660 0.398
H 1.508 -2.258 2.353
H -1.008 -1.205 1.489
H 3.401 1.719 3.987
H 3.150 3.758 5.416
H 0.989 4.843 5.712
H -1.098 3.778 4.697
H -0.538 -3.146 0.307
H 0.899 -4.028 0.823
H -1.822 -0.797 -1.711

The SMILES is N#Cc1ccc(-c2nccnc2O[C@H]2C[C@@H](Nc3nc4ccccc4s3)C2)cn1. Its orbital gap is 7.43 eV. As for the charge: 0.

How is the electron density shared among the atoms? According to Löwdin, the charges in e are: number 1, N, carries 0.17; number 2, C, carries -0.19; number 3, C, carries -0.35; number 4, C, carries 0.00; number 5, C, carries 0.02; number 6, C, carries -0.12; number 7, C, carries -0.13; number 8, N, carries 0.12; number 9, C, carries -0.09; number 10, C, carries -0.09; number 11, N, carries 0.16; number 12, C, carries -0.27; number 13, O, carries 0.00; number 14, C, carries -0.30; number 15, C, carries -0.07; number 16, C, carries -0.25; number 17, N, carries 0.05; number 18, C, carries -0.60; number 19, N, carries 0.12; number 20, C, carries -0.37; number 21, C, carries -0.03; number 22, C, carries -0.08; number 23, C, carries -0.08; number 24, C, carries -0.08; number 25, C, carries -0.50; number 26, S, carries 1.10; number 27, C, carries -0.07; number 28, C, carries -0.06; number 29, N, carries 0.13; number 30, H, carries 0.12; number 31, H, carries 0.11; number 32, H, carries 0.10; number 33, H, carries 0.10; number 34, H, carries 0.14; number 35, H, carries 0.11; number 36, H, carries 0.13; number 37, H, carries 0.14; number 38, H, carries 0.13; number 39, H, carries 0.12; number 40, H, carries 0.09; number 41, H, carries 0.09; number 42, H, carries 0.10; number 43, H, carries 0.14; number 44, H, carries 0.12; number 45, H, carries 0.11

***

(4)
ORCA calculation (ωB97M-V with the def2-TZVPD basis set) on 4 unconnected molecules or ions with the total composition C5H20N2O3 at a distorted geometry.

CARTESIAN COORDINATES (ANGSTROEM)
C 0.124 3.039 0.234
N -0.418 1.696 0.255
C 0.506 0.617 -0.310
C 0.023 -0.800 -0.079
N -0.661 -1.407 -1.235
C -0.975 -2.849 -0.833
C -2.074 -0.900 -1.431
H 1.241 2.975 0.314
H -0.046 3.550 -0.719
H -0.068 3.634 1.104
H -1.266 1.597 -0.277
H 0.782 0.822 -1.345
H 1.380 0.651 0.370
H -0.736 -0.731 0.717
H 0.776 -1.469 0.326
H -0.171 -3.485 -1.215
H -1.905 -3.229 -1.326
H -0.990 -2.986 0.249
H -2.656 -0.759 -0.523
H -2.021 -0.001 -2.034
H -2.604 -1.687 -1.940
O 1.187 -0.903 2.997
H 0.835 0.005 3.089
H 0.787 -1.442 3.683
O 1.346 -0.571 -3.194
H 0.763 -0.894 -2.480
H 0.944 -0.590 -4.066
O 0.616 1.851 2.967
H 1.421 1.565 2.510
H 0.020 1.753 2.175

As for the energy above the lowest of the compared OMol25 structures with the same formula, charge and spin: 160.5 kJ/mol. The SMILES is CNCCN(C)C.O.O.O. Its orbital gap is 10.21 eV. As for the charge: 0.

How is the electron density shared among the atoms? According to Löwdin, the charges in e are: number 1, C, carries -0.14; number 2, N, carries -0.14; number 3, C, carries -0.17; number 4, C, carries -0.23; number 5, N, carries -0.24; number 6, C, carries -0.08; number 7, C, carries -0.09; number 8, H, carries 0.10; number 9, H, carries 0.08; number 10, H, carries 0.06; number 11, H, carries 0.09; number 12, H, carries 0.10; number 13, H, carries 0.11; number 14, H, carries 0.11; number 15, H, carries 0.11; number 16, H, carries 0.08; number 17, H, carries 0.08; number 18, H, carries 0.08; number 19, H, carries 0.09; number 20, H, carries 0.08; number 21, H, carries 0.06; number 22, O, carries -0.07; number 23, H, carries -0.01; number 24, H, carries 0.04; number 25, O, carries -0.08; number 26, H, carries -0.01; number 27, H, carries 0.03; number 28, O, carries -0.08; number 29, H, carries 0.04; number 30, H, carries 0.02